1.
Entry from OMol25: C32H39N5STl as an isolated structure (wB97M-V/def2-TZVPD).

As for the gap between HOMO and LUMO: 4.163 eV. The value obtained for the HOMO energy is -0.062 Ha. As for the molar mass: 730.15 g/mol. Its charge is -1. As for the energy above the lowest of the compared OMol25 structures with the same formula, charge and spin: 178.9 kJ/mol.

XYZ file:
```
78
Properties=species:S:1:pos:R:3:lowdin_charge:R:1
Tl 0.2206 0.8238 0.2297 0.809
N -1.9196 2.0913 -1.5564 0.060
N 1.0885 0.3060 -2.3800 -0.134
C 0.1001 -1.7957 1.5109 -0.303
C -0.5907 -2.2268 0.3435 -0.280
C -1.7920 -1.4828 0.2245 -0.285
C -2.7718 -1.5172 -0.8991 -0.076
H -2.3742 -2.0826 -1.7609 0.065
H -3.0280 -0.4943 -1.2386 0.060
H -3.7127 -2.0014 -0.5682 0.072
C -1.8564 -0.5713 1.3160 -0.341
C -2.8594 0.5097 1.4816 -0.083
H -3.6990 0.2031 2.1406 0.078
H -3.2636 0.8254 0.4992 0.065
H -2.3806 1.3980 1.9309 0.033
C -0.6759 -0.7648 2.1255 -0.385
C -0.2558 0.0744 3.2844 -0.102
H -0.6272 1.1130 3.1752 0.039
H 0.8505 0.1430 3.3513 0.063
H -0.6354 -0.3207 4.2474 0.073
C -0.1067 -3.2113 -0.6657 -0.072
H -0.8732 -3.9892 -0.8523 0.075
H 0.8206 -3.7021 -0.3266 0.049
H 0.0980 -2.6993 -1.6299 0.067
C 1.4678 -2.1979 1.9535 -0.060
H 2.0984 -1.3050 2.1509 0.067
H 1.9737 -2.7894 1.1728 0.053
H 1.4164 -2.8005 2.8836 0.076
C -2.4113 3.3376 -1.6007 -0.211
H -3.0150 3.6857 -0.7570 0.075
C -2.1749 4.2500 -2.6360 -0.111
H -2.6770 5.2150 -2.6089 0.083
C -1.3271 3.8561 -3.6705 -0.107
H -1.1662 4.4778 -4.5445 0.089
C -0.7047 2.6202 -3.5949 -0.040
H -0.0481 2.1993 -4.3517 0.088
C -0.9964 1.7500 -2.5023 -0.325
C -0.2926 0.4836 -2.4266 -0.223
H -0.8570 -0.4563 -2.4236 0.079
C 1.6774 -0.1188 -1.2023 -0.203
C 2.0511 0.3671 -3.3959 -0.032
H 1.7884 0.7133 -4.3444 0.088
C 3.2279 -0.0016 -2.8402 -0.061
H 4.1909 -0.0841 -3.2886 0.101
N 3.0102 -0.2886 -1.4919 -0.042
C 3.9488 -0.8736 -0.5495 -0.118
C 4.1195 -2.2671 -0.5055 -0.203
C 4.9797 -2.8129 0.4489 -0.015
H 5.1463 -3.8945 0.4701 0.119
C 5.6547 -2.0065 1.3655 -0.278
C 6.6320 -2.5881 2.3409 -0.064
H 6.2312 -2.5722 3.3661 0.083
H 7.5723 -2.0153 2.3493 0.079
H 6.8547 -3.6301 2.0783 0.072
C 5.4003 -0.6360 1.3542 -0.013
H 5.9185 0.0056 2.0728 0.116
C 4.5305 -0.0591 0.4261 -0.200
C 4.2333 1.4069 0.4622 -0.033
H 4.5886 1.8857 -0.4603 0.090
H 4.7915 1.8260 1.3029 0.072
H 3.1657 1.6440 0.6073 0.053
C 3.3852 -3.1787 -1.4378 -0.038
H 4.0117 -3.4007 -2.3112 0.086
H 2.4419 -2.7451 -1.7841 0.064
H 3.1670 -4.1270 -0.9291 0.082
C -3.1118 3.9094 2.0391 -0.043
N -1.8047 3.9771 2.6726 -0.136
C -1.6233 4.7120 3.8367 -0.074
C -0.3003 4.6388 4.1383 -0.101
N 0.2943 3.8470 3.1854 0.016
C -0.5840 3.5438 2.1719 -0.739
S 0.0252 3.4803 0.5672 0.566
H -3.0597 3.2577 1.1673 0.048
H -3.8325 3.5131 2.7809 0.103
H -3.4463 4.9112 1.7151 0.096
H -2.4894 5.2127 4.3103 0.125
H 0.3269 5.0523 4.9286 0.110
H 1.2829 3.6674 3.0019 0.145
```


2.
Entry from OMol25: C32H39N5STl as an isolated structure (wB97M-V/def2-TZVPD).

As for the gap between HOMO and LUMO: 4.562 eV. The value obtained for the HOMO energy is -0.088 Ha. As for the molar mass: 730.15 g/mol. Its charge is -1. As for the energy above the lowest of the compared OMol25 structures with the same formula, charge and spin: 0.0 kJ/mol.

XYZ file:
```
78
Properties=species:S:1:pos:R:3:lowdin_charge:R:1
Tl 0.0422 -1.3110 -0.7651 0.818
N 3.1586 -0.2141 0.0487 0.070
N 1.1088 1.4097 -2.1248 -0.115
C -2.0486 0.3710 1.2229 -0.292
C -1.2015 1.4850 1.4667 -0.265
C -0.0586 1.0278 2.1699 -0.269
C 1.1157 1.8353 2.5598 -0.084
H 1.0388 2.8585 2.1708 0.064
H 2.0588 1.4025 2.1918 0.059
H 1.1898 1.9034 3.6551 0.067
C -0.1945 -0.3701 2.3731 -0.291
C 0.8159 -1.2546 2.9933 -0.075
H 0.6720 -1.2981 4.0841 0.071
H 1.8422 -0.9029 2.8066 0.067
H 0.7483 -2.2842 2.6164 0.044
C -1.4384 -0.7763 1.8063 -0.358
C -1.9778 -2.1575 1.7813 -0.124
H -1.1904 -2.9237 1.7270 0.040
H -2.6615 -2.3237 0.9364 0.057
H -2.5462 -2.3560 2.7026 0.070
C -1.4063 2.8743 1.0088 -0.081
H -1.2182 3.5819 1.8285 0.069
H -2.4280 3.0304 0.6484 0.053
H -0.7187 3.1370 0.1881 0.062
C -3.2914 0.3573 0.4215 -0.075
H -3.2618 -0.3834 -0.3983 0.062
H -3.4816 1.3333 -0.0424 0.054
H -4.1598 0.1117 1.0524 0.071
C 4.1674 -1.0738 0.1966 -0.232
H 4.1587 -1.6765 1.1126 0.083
C 5.1779 -1.2404 -0.7601 -0.135
H 5.9266 -2.0132 -0.5921 0.077
C 5.1986 -0.3908 -1.8779 -0.114
H 6.0122 -0.4548 -2.5975 0.088
C 4.1871 0.5530 -2.0252 -0.047
H 4.1428 1.2700 -2.8411 0.084
C 3.1505 0.5917 -1.0418 -0.329
C 2.0062 1.4327 -1.0780 -0.174
H 1.5377 1.6538 -0.1208 0.068
C -0.1337 0.8325 -1.9451 -0.185
C 1.1930 2.0087 -3.4012 -0.037
H 2.0932 2.4891 -3.7324 0.105
C -0.0092 1.8668 -3.9731 -0.066
H -0.3759 2.1865 -4.9302 0.109
N -0.8122 1.1258 -3.0914 -0.063
C -2.2248 0.8900 -3.2403 -0.131
C -3.1217 1.9218 -2.9275 -0.194
C -4.4934 1.6767 -3.0670 -0.010
H -5.1968 2.4834 -2.8570 0.117
C -4.9634 0.4306 -3.4766 -0.277
C -6.4288 0.1852 -3.6702 -0.063
H -6.8174 -0.4875 -2.8952 0.083
H -6.6192 -0.2884 -4.6416 0.077
H -6.9837 1.1262 -3.6173 0.071
C -4.0532 -0.5968 -3.7177 -0.012
H -4.4139 -1.5797 -4.0241 0.115
C -2.6747 -0.3841 -3.6016 -0.197
C -1.7357 -1.5088 -3.9000 -0.052
H -1.0447 -1.2698 -4.7191 0.092
H -2.3358 -2.3691 -4.2175 0.074
H -1.1489 -1.8430 -3.0285 -0.011
C -2.6788 3.2719 -2.4639 -0.035
H -2.5460 3.9598 -3.3109 0.086
H -1.7474 3.2572 -1.8860 0.068
H -3.4610 3.7054 -1.8255 0.082
C 2.7524 -4.3630 1.9994 -0.037
N 1.7017 -4.9675 1.1953 -0.128
C 1.0122 -6.1237 1.5123 -0.061
C 0.0898 -6.3189 0.5311 -0.085
N 0.2620 -5.2967 -0.3867 0.064
C 1.2878 -4.4723 -0.0119 -0.785
S 2.0718 -3.2764 -0.9201 0.537
H 2.8146 -3.3100 1.7289 0.043
H 2.4977 -4.4432 3.0615 0.097
H 3.7219 -4.8400 1.8238 0.095
H 1.2415 -6.6849 2.4083 0.118
H -0.6349 -7.1032 0.3898 0.106
H -0.2244 -5.1754 -1.2705 0.154
```


3.
Entry from OMol25: C32H39NO2PdS2Si as an isolated structure (wB97M-V/def2-TZVPD).

As for the gap between HOMO and LUMO: 5.065 eV. The value obtained for the HOMO energy is -0.022 Ha. As for the molar mass: 668.31 g/mol. Its charge is -2. As for the energy above the lowest of the compared OMol25 structures with the same formula, charge and spin: 145.3 kJ/mol.

XYZ file:
```
78
Properties=species:S:1:pos:R:3:lowdin_charge:R:1
Pd -0.0713 0.5833 -0.6787 0.250
C -3.9329 -3.8160 2.6766 -0.191
Si -2.1133 -3.9518 2.1250 0.514
C -1.3698 -5.1799 3.3868 -0.206
C -2.0288 -4.8685 0.4781 -0.220
C -1.2908 -2.2876 2.3842 -0.286
C -0.7435 -1.9839 3.6204 -0.128
C -0.1421 -0.7522 3.8553 -0.110
C -0.1037 0.1484 2.8056 -0.169
N -0.6134 -0.0876 1.6047 -0.012
C -1.2068 -1.2909 1.3570 -0.794
S -1.8373 -1.5458 -0.2024 0.615
H -4.4416 -4.7830 2.6169 0.013
H -4.4826 -3.1028 2.0579 0.020
H -3.9881 -3.4714 3.7131 0.017
H -1.8697 -6.1493 3.3090 0.014
H -1.4948 -4.8272 4.4147 0.008
H -0.3019 -5.3374 3.2151 0.026
H -2.2200 -5.9415 0.6040 0.016
H -1.0417 -4.7378 0.0324 0.011
H -2.7453 -4.4519 -0.2261 -0.001
H -0.7691 -2.7199 4.4203 0.080
H 0.2855 -0.5016 4.8178 0.078
H 0.3520 1.1259 2.9405 0.089
O -0.1865 2.0786 -3.5572 -0.529
S -0.4575 2.3729 -2.1298 0.868
C -1.3283 4.0082 -2.2263 -0.326
C -1.5482 4.7859 -1.0974 -0.095
C -2.2562 5.9737 -1.1980 -0.105
C -2.7211 6.4088 -2.4332 -0.122
C -2.4549 5.6546 -3.5698 -0.102
C -1.7577 4.4604 -3.4646 -0.079
C -2.0656 1.5879 -1.7436 -0.429
C -2.7334 0.9194 -2.7601 -0.103
C -4.0107 0.4255 -2.5388 -0.112
C -4.6353 0.6183 -1.3161 -0.132
C -3.9677 1.2918 -0.2991 -0.117
C -2.6898 1.7774 -0.5051 -0.146
H -1.1658 4.4565 -0.1373 0.103
H -2.4524 6.5696 -0.3137 0.092
H -3.2830 7.3326 -2.5088 0.085
H -2.7991 6.0045 -4.5369 0.090
H -1.5417 3.8439 -4.3303 0.101
H -2.2275 0.7777 -3.7073 0.101
H -4.5184 -0.1240 -3.3237 0.090
H -5.6322 0.2288 -1.1442 0.086
H -4.4361 1.4106 0.6708 0.096
H -2.1587 2.2758 0.2935 0.091
C 3.6186 2.7940 -1.2431 -0.074
C 3.4920 2.3616 0.2238 -0.380
C 2.0699 2.5838 0.7385 -0.090
C 3.9246 0.9177 0.4113 -0.150
C 4.9949 0.6496 1.2465 -0.100
C 5.4835 -0.6360 1.4393 -0.160
C 4.8594 -1.6752 0.7588 -0.097
C 3.7724 -1.4722 -0.0742 -0.147
C 3.1803 -2.6802 -0.7784 -0.386
C 3.3343 -2.5644 -2.3006 -0.079
C 1.7187 -2.9093 -0.4024 -0.081
C 3.2421 -0.1447 -0.2896 -0.328
O 2.2892 0.0963 -1.1200 -0.155
H 3.3539 3.8498 -1.3699 0.064
H 2.9527 2.1817 -1.8499 0.065
H 4.6459 2.6506 -1.5894 0.071
H 4.1686 2.9882 0.8209 0.112
H 1.3971 1.8503 0.2722 0.011
H 1.7118 3.5906 0.4955 0.065
H 2.0340 2.4512 1.8238 0.064
H 5.4773 1.4769 1.7645 0.088
H 6.3341 -0.8264 2.0851 0.065
H 5.2368 -2.6898 0.8715 0.089
H 3.7468 -3.5599 -0.4431 0.111
H 2.7980 -1.6771 -2.6368 0.071
H 2.9200 -3.4449 -2.8038 0.062
H 4.3890 -2.4664 -2.5735 0.069
H 1.1179 -2.0545 -0.6968 0.035
H 1.6139 -3.0540 0.6763 0.079
H 1.3213 -3.7959 -0.9077 0.066
```


Q: Look up the charge of the third one.
A: -2